Molecular formula: C16H11Co2O7
Method: DFT, ωB97M-V/def2-TZVPD

Summary:
relative energy (zero: lowest compared OMol25 entry of this formula, charge and spin): 3.38 kJ/mol
max |F|: 4.64 eV/Å
net charge: -1
lowest unoccupied orbital energy: 2.799 eV
orbital gap: 0.2427 Ha

XYZ file:
```
36
Properties=species:S:1:pos:R:3:forces:R:3
O 2.799609 -0.897999 1.674988 -0.73 -0.37 -0.44
C 1.977584 -0.899770 0.860077 1.07 1.27 -0.06
Co 0.643529 -0.929483 -0.264375 -0.72 0.69 -1.49
C 1.176850 -2.202049 -1.352562 1.40 -1.39 -0.88
O 1.647469 -3.012641 -2.026929 -0.64 0.69 0.62
C -0.583613 -1.512873 0.813017 -2.02 -0.08 1.18
O -1.317277 -1.845348 1.647395 0.73 -0.03 -0.57
C 0.241260 1.092206 -0.532841 2.83 -0.14 2.26
C 0.094675 1.755629 0.773172 0.01 0.68 0.06
C -0.927615 1.417622 1.690660 0.39 0.20 -0.14
C -0.917193 1.931608 2.986344 0.06 0.16 -0.51
C 0.021173 2.908213 3.343491 0.26 -0.15 0.05
C 1.020775 3.275351 2.434151 -0.24 -0.14 -0.17
C 1.062909 2.701948 1.163330 -0.33 -0.31 0.23
C 1.089803 1.374316 -1.649470 2.67 1.20 2.61
C 2.338309 1.653177 -2.034768 -0.34 0.29 -0.28
Co -0.530219 0.923219 -2.129558 -3.07 -2.10 -2.77
C -2.083397 0.388979 -1.507691 -2.29 -0.43 1.10
O -3.063637 0.019114 -1.016725 1.34 0.45 -0.70
C -0.102122 -0.423340 -3.214446 0.44 -1.57 -1.54
O 0.146582 -1.252514 -3.981106 -0.35 1.22 0.91
C -0.936101 2.272664 -3.203366 -0.88 0.97 -0.36
O -1.313310 3.131873 -3.875175 0.71 -0.94 0.66
H -1.696849 0.708401 1.383666 0.28 0.17 0.18
H -1.632450 1.539014 3.709624 0.04 0.34 -0.14
H -0.013544 3.355117 4.338782 0.10 -0.17 -0.23
H 1.801775 3.987934 2.694325 -0.26 -0.03 0.14
H 1.860039 2.942008 0.457837 -0.22 -0.01 0.22
H 2.522842 1.910388 -3.080582 0.18 -0.33 0.19
H 3.194543 1.637378 -1.355010 -0.32 0.18 -0.06
C -1.397158 -4.867932 0.514105 0.36 0.17 -0.41
O -0.952999 -3.987754 -0.532274 -1.33 -0.59 -0.09
H -2.104866 -4.388563 1.206997 0.25 -0.01 -0.19
H -1.848747 -5.782850 0.104631 0.05 0.12 0.08
H -0.481889 -5.141131 1.043408 -0.23 -0.02 0.14
H -1.736742 -3.781912 -1.083120 0.76 0.00 0.43
```
Forces are in eV/Å.